# 1
Computed, not measured: a cluster of 3 separate species, C26H61FIN6O11P3S2 in total at a distorted geometry, with ωB97M-V/def2-TZVPD.

```
111
Properties=species:S:1:pos:R:3:forces:R:3
C 2.266470 -4.638538 5.105614 -0.4 0.2 0.2
C 0.996173 -5.285281 4.532493 1.0 0.0 -0.7
O 1.253461 -5.774415 3.179708 -0.3 0.6 0.2
C 0.688299 -4.911334 2.274890 -1.4 -0.3 -1.1
O -0.305019 -5.234577 1.656937 1.1 0.0 0.7
C 1.339189 -3.570253 2.007065 0.2 0.1 -0.1
C 0.495152 -2.673666 1.086073 0.4 -0.2 -0.6
C 1.003523 -1.216807 1.020347 -0.2 -0.6 0.4
C 0.215997 -0.183082 1.923478 2.0 -0.2 -0.5
C -0.435686 -0.901169 3.102497 -0.9 -0.2 0.1
S -0.921658 0.151023 4.506016 0.0 -0.1 0.3
C -2.441454 -0.692826 5.067703 -0.3 0.2 -0.8
C -3.388211 0.246797 5.822395 -0.1 -0.1 0.2
C 1.306451 0.814962 2.455599 -0.8 -0.6 0.7
I 2.583960 -0.081600 3.956150 0.0 0.2 -0.2
O 2.221460 1.254649 1.467374 -1.2 0.2 -0.1
S 1.605966 2.010217 0.189700 2.0 1.2 -2.6
O 1.723589 3.428880 0.308806 -1.0 0.2 1.4
O 2.343844 1.542691 -0.937438 0.0 -1.2 0.3
C -0.136076 1.498539 -0.093965 -0.7 -0.5 -0.1
O -0.166221 0.940955 -1.372162 0.4 0.0 0.1
C -0.789036 0.501716 0.954208 -0.3 0.3 0.6
F -1.318470 -0.528413 0.191704 -0.2 -0.2 0.1
C -2.054086 1.159145 1.555421 0.8 -0.2 0.4
P -1.959039 2.835726 2.250639 -2.1 1.8 -0.4
O -2.922983 3.680479 1.527778 0.1 -0.2 -0.3
O -2.371707 2.913798 3.800039 0.9 -0.4 -0.3
O -0.502905 3.487573 2.135393 0.3 -1.0 0.6
H 3.074964 -4.598123 4.378862 -0.1 -0.2 -0.1
H 2.060078 -3.606417 5.397348 0.1 0.0 0.2
H 2.618021 -5.197131 5.971456 0.1 0.1 0.1
H 0.704199 -6.148282 5.123191 -0.2 0.0 -0.1
H 0.167996 -4.580459 4.450289 -0.1 0.0 0.4
H 2.254439 -3.790969 1.443638 0.1 -0.1 0.2
H 1.670858 -3.053042 2.911405 -0.1 -0.2 0.1
H 0.651150 -3.099411 0.093527 -0.2 0.1 -0.1
H -0.571775 -2.773336 1.263985 0.0 0.1 0.2
H 2.060103 -1.248287 1.293702 0.0 0.2 0.2
H 1.010213 -0.887490 -0.017573 -0.2 0.1 0.0
H -1.336547 -1.400509 2.735094 -0.1 0.1 0.0
H 0.186211 -1.696719 3.499958 0.3 0.1 -0.2
H -2.223658 -1.616109 5.600681 0.2 0.1 0.2
H -2.949297 -0.997496 4.148552 0.1 -0.1 0.0
H -3.146602 1.300601 5.699146 0.1 0.0 -0.1
H -3.441692 0.044520 6.890785 0.1 -0.1 0.0
H -4.388370 0.104707 5.414014 -0.1 0.1 0.1
H 0.810595 1.622651 2.993547 0.4 0.3 -0.2
H -0.704875 2.426393 -0.163208 0.2 0.2 0.7
H -0.959413 1.267710 -1.805240 0.0 -0.1 -0.2
H -2.759580 1.227988 0.725882 0.1 0.4 0.0
H -2.558513 0.531086 2.289368 0.3 -0.1 0.1
H -1.575592 3.023642 4.336195 -0.1 -0.2 0.3
H -0.625967 4.413665 1.883742 0.2 0.1 -0.2
O -6.031932 3.141331 -3.044503 3.4 -0.6 -0.5
P -5.464646 4.533557 -2.865810 -5.4 3.1 1.4
N -5.940624 4.822182 -1.239869 -0.3 0.4 0.2
C -7.161844 5.427168 -0.764561 -0.2 0.0 -0.1
C -5.247208 4.031408 -0.227956 0.4 0.0 -0.6
N -6.378682 5.306352 -4.094508 -0.3 -0.6 -0.4
C -7.160065 6.517174 -3.960003 0.5 0.6 0.0
C -7.033263 4.429344 -5.062895 -0.2 -0.4 0.1
N -4.347575 5.926735 -2.845051 2.2 -1.9 -0.7
C -2.958013 5.503992 -3.097442 -0.1 0.0 -0.4
C -4.344586 6.961567 -1.830309 -0.3 -0.2 0.8
H -6.939213 6.097844 0.075474 0.0 -0.1 0.1
H -7.896786 4.684627 -0.425704 0.0 0.0 0.0
H -7.642797 6.047520 -1.516770 0.1 -0.1 -0.1
H -4.267179 4.455125 -0.008340 0.0 -0.1 0.1
H -5.101503 2.998312 -0.562586 0.0 0.0 0.1
H -5.801430 3.992724 0.708128 -0.1 0.1 -0.1
H -8.125083 6.334051 -3.472566 0.0 0.0 0.0
H -7.374426 6.938347 -4.945851 0.0 -0.1 0.0
H -6.630967 7.307299 -3.428671 0.1 -0.1 0.2
H -7.958469 3.990417 -4.668453 0.0 0.0 0.0
H -6.378062 3.619081 -5.366634 0.0 0.0 0.1
H -7.283073 4.987537 -5.968269 0.0 0.2 0.1
H -2.536922 4.964876 -2.239130 0.1 0.1 0.0
H -2.316879 6.359584 -3.317295 -0.1 0.0 0.0
H -2.920987 4.838394 -3.966236 0.0 0.0 0.0
H -3.967511 6.619365 -0.858155 0.0 0.0 0.0
H -5.328805 7.399193 -1.680161 -0.1 -0.2 0.0
H -3.697761 7.775042 -2.171683 0.1 -0.2 -0.2
O 3.760761 -3.963841 -1.507874 0.6 1.7 3.2
P 5.279552 -3.957571 -1.538441 0.5 -3.0 -6.1
N 5.476194 -3.002759 -2.961494 0.3 0.1 -0.4
C 5.539793 -3.453618 -4.332155 -0.1 -0.2 0.0
C 5.145970 -1.590815 -2.831258 0.1 0.0 0.6
N 5.468146 -5.656135 -1.707758 -0.7 -0.4 0.3
C 6.221864 -6.351067 -2.730021 0.8 0.0 0.2
C 4.311213 -6.473719 -1.346888 -0.4 0.1 -0.1
N 7.037054 -3.855342 -1.201115 -0.5 1.3 2.7
C 7.297378 -3.189322 0.088813 -0.1 -0.4 0.2
C 8.036960 -3.420058 -2.156507 -0.3 0.6 -0.6
H 6.310162 -2.887769 -4.871695 -0.1 0.1 0.0
H 4.586669 -3.327899 -4.861957 0.0 0.0 0.0
H 5.828753 -4.497782 -4.416344 -0.1 0.0 0.1
H 5.972750 -1.036458 -2.362136 -0.1 0.1 0.0
H 4.251497 -1.439835 -2.220246 0.0 0.0 0.0
H 4.955590 -1.133395 -3.800503 0.0 -0.1 -0.1
H 5.678175 -6.400624 -3.680794 0.0 0.0 0.0
H 6.416989 -7.380742 -2.419081 -0.1 0.0 0.1
H 7.207273 -5.920328 -2.899051 -0.1 0.2 0.0
H 3.550988 -6.491026 -2.137825 0.0 0.0 0.1
H 3.842414 -6.114138 -0.436044 0.0 0.1 -0.1
H 4.622110 -7.502985 -1.154014 0.2 0.1 -0.1
H 7.094796 -2.113088 0.037497 0.1 0.0 0.1
H 8.331817 -3.332495 0.406666 0.0 0.0 -0.1
H 6.655587 -3.616741 0.866545 0.0 0.0 0.0
H 7.997758 -2.344809 -2.371696 0.0 0.0 0.0
H 7.974897 -3.959058 -3.098584 -0.2 0.0 0.0
H 9.025254 -3.641099 -1.743040 -0.1 -0.1 0.2
```
Positions in Å, forces in eV/Å.

Summary:
* relative energy (zero: lowest compared OMol25 entry of this formula, charge and spin): 0.00 kJ/mol
* structure (SMILES): CCOC(=O)CCC[C@@]1(CSCC)[C@@H](I)OS(=O)(=O)[C@@H](O)[C@]1(F)CP(=O)(O)O.CN(C)P(=O)(N(C)C)N(C)C.CN(C)P(=O)(N(C)C)N(C)C
* highest occupied orbital energy: -7.7 eV
* maximum force: 6.8 eV Å⁻¹
* net charge: 0
* lowest unoccupied orbital energy: -0.010 Eh
* energy: -4401.312999 a.u.

Atom charges from the Mulliken analysis, given in e for atoms 1 to 8:
1. C -0.970
2. C -0.210
3. O -0.433
4. C 0.064
5. O -0.568
6. C 0.233
7. C -1.459
8. C -1.230

# 2
Computed, not measured: a structure of composition C26H62Br3O19P4Tl at a distorted geometry, with ωB97M-V/def2-TZVPD.

```
115
Properties=species:S:1:pos:R:3:forces:R:3
Tl -28.575670 29.961413 4.780739 -0.6 0.2 0.4
O -30.010264 25.894159 2.569195 1.1 1.2 -0.1
C -29.460249 27.018645 3.037683 -3.0 -1.8 0.6
O -28.463991 27.575455 2.697521 2.5 1.0 -1.2
O -30.094018 27.582206 3.981336 -0.1 0.6 0.5
H -30.670848 25.799093 3.259251 -1.1 -1.1 0.2
C -35.633661 21.457578 -1.163651 -0.3 0.4 1.0
C -35.730447 20.957994 0.329958 -1.4 -0.5 -2.4
O -35.572617 22.094003 1.164518 3.4 0.9 1.4
P -34.069343 22.459171 1.702476 -1.6 0.6 0.9
O -34.025917 23.047210 3.081318 0.1 -0.2 -2.0
O -33.338529 21.083906 1.567100 -2.6 0.7 -1.2
C -32.123714 20.811053 2.112974 1.3 -1.1 0.4
C -31.348875 20.040659 1.071938 0.5 0.1 0.9
O -33.329213 23.300463 0.545522 0.2 1.0 0.2
C -32.503555 24.487941 0.790793 -0.8 0.7 -0.5
C -32.912402 25.727014 -0.058309 -1.3 -1.0 0.1
H -34.615387 21.817241 -1.311525 0.2 -0.3 -0.2
H -35.931240 20.774365 -1.959119 0.2 -0.4 0.4
H -36.246086 22.346581 -1.314395 -0.2 0.0 0.3
H -36.704787 20.592192 0.653893 -0.2 0.0 -0.6
H -35.055000 20.109909 0.442310 0.4 0.5 0.5
H -31.567713 21.707117 2.388742 -0.1 0.1 0.4
H -32.405410 20.192714 2.965273 0.9 0.0 0.5
H -31.830080 19.087844 0.851282 0.1 0.1 -0.2
H -31.229463 20.683199 0.199595 -0.1 -0.3 -0.1
H -30.381819 19.880467 1.548637 0.3 -0.4 -0.4
H -32.576743 24.720096 1.853262 0.1 -0.1 0.0
H -31.472202 24.315057 0.483343 0.1 -0.8 0.3
H -32.524657 26.638149 0.397290 0.4 0.0 -0.3
H -32.733471 25.596073 -1.125519 0.9 0.1 0.1
H -33.994087 25.849381 -0.113776 -0.3 -0.1 0.7
C -30.944419 23.950147 6.009367 -0.2 0.7 -0.3
C -29.742978 24.881466 6.399237 -1.0 -2.8 -0.5
O -30.244914 25.792442 7.331335 1.4 3.5 1.5
P -29.301281 27.066165 7.946384 -1.6 1.0 -0.3
O -28.663804 28.056674 6.971444 -1.4 -2.4 1.6
O -28.323766 26.335477 8.984040 -1.5 0.3 -2.3
C -27.730571 27.031322 10.031910 1.7 1.2 3.2
C -26.229660 27.222482 9.877231 0.5 -1.4 -0.3
O -30.415260 27.840662 8.888488 1.5 -1.1 -1.4
C -30.949140 27.175897 10.056778 -0.6 -0.4 0.9
C -32.406551 26.704247 9.813511 0.4 -0.1 0.4
H -30.844521 23.213974 5.211762 1.1 -0.1 0.0
H -31.314697 23.379961 6.861365 0.0 0.4 0.1
H -31.744179 24.550899 5.576265 -0.3 0.3 0.5
H -29.080477 24.208913 6.944068 0.8 0.3 -0.5
H -29.338403 25.351291 5.502744 0.4 0.1 0.2
H -28.127949 27.964099 10.432031 -0.9 0.5 -1.4
H -27.935432 26.456467 10.935059 0.4 -0.7 -0.1
H -25.902163 26.257066 9.491470 0.4 0.1 -0.4
H -25.844196 28.020822 9.243054 -0.6 0.0 -0.2
H -25.666909 27.275731 10.809201 -0.6 0.3 0.3
H -30.252543 26.421885 10.423273 -0.3 -0.8 -0.8
H -30.822294 27.818769 10.927826 -0.7 0.9 -0.4
H -32.981881 26.455416 10.705252 0.6 0.0 0.5
H -33.034778 27.484789 9.384333 0.4 0.1 -0.5
H -32.440262 25.778147 9.239675 0.1 0.2 -0.4
C -31.315200 32.550286 8.938328 0.0 -1.0 -1.5
C -31.314704 30.967407 9.068770 -1.3 1.8 1.6
O -32.480254 30.352070 8.453996 0.1 -0.3 -3.1
P -32.457807 30.294434 6.784552 -0.1 0.9 1.3
O -31.080147 30.210965 6.237552 -1.0 0.1 0.1
O -33.415128 29.015792 6.435978 -0.3 1.7 -0.2
C -32.921967 27.729062 6.121532 0.1 -1.6 1.5
C -33.984766 26.638270 5.900017 -0.9 1.7 -0.5
O -33.280122 31.657480 6.306462 2.9 -3.3 0.4
C -34.677762 31.723940 6.417719 -0.9 1.5 1.6
C -34.992415 32.848501 7.468401 -0.4 -0.1 -1.2
H -32.271829 32.959929 8.614055 -0.6 -0.6 0.8
H -31.056843 32.989119 9.902063 0.4 0.1 -0.4
H -30.793040 32.911743 8.052439 1.1 0.0 0.4
H -30.417147 30.366474 8.922545 0.0 0.5 -0.6
H -31.574383 30.917725 10.126214 0.1 -0.8 0.1
H -32.239314 27.740159 5.271850 0.4 0.3 -0.2
H -32.386094 27.433406 7.023490 0.9 -0.2 -0.1
H -34.466688 26.198309 6.773103 0.6 0.0 0.4
H -34.820779 27.176561 5.453454 -0.2 -0.2 -0.5
H -33.662583 25.853988 5.215036 0.1 0.1 0.1
H -35.011844 31.900400 5.395288 -0.6 0.1 0.3
H -35.109929 30.830519 6.868411 0.1 -0.3 -0.5
H -34.785973 33.873576 7.160647 0.3 -0.1 -0.5
H -36.073065 32.832090 7.609920 0.0 -0.1 0.5
H -34.413101 32.693529 8.378611 -0.4 -0.4 0.0
C -29.786025 28.476866 -0.607281 -2.3 0.6 0.1
C -30.508974 29.593993 0.138801 1.2 1.1 -0.2
O -31.600831 29.175388 0.918883 -1.3 -1.7 2.0
P -31.985913 29.997379 2.231226 -1.1 3.4 -0.9
O -30.818577 30.618123 2.969924 -1.7 -1.9 -0.5
O -32.915028 31.173399 1.489518 1.6 -1.1 1.3
C -32.720850 32.598561 1.707853 -0.2 0.0 1.1
C -31.915303 33.267248 0.605147 -0.5 0.1 0.0
O -33.119619 29.184637 3.059972 2.4 0.8 -0.2
C -34.203812 28.539705 2.412278 -0.2 -1.4 -2.4
C -35.562772 29.044941 2.717190 -0.5 0.6 2.3
H -29.763721 27.634512 0.084121 1.2 0.0 0.0
H -30.444408 28.119024 -1.398839 0.2 0.1 -0.4
H -28.909028 28.973668 -1.022219 0.4 -0.9 0.2
H -29.795103 30.045590 0.827677 0.1 0.2 -0.1
H -30.907208 30.380005 -0.502839 0.3 0.0 -0.3
H -33.695880 32.946507 2.048944 -0.7 0.4 -1.6
H -32.306215 32.869210 2.678894 1.3 -0.9 0.1
H -32.341527 33.220894 -0.397000 -0.3 -0.1 0.1
H -31.800559 34.321833 0.855704 0.0 0.0 0.0
H -30.914037 32.844600 0.521867 0.0 -0.1 0.3
H -34.067922 28.527603 1.330851 0.2 0.7 -0.3
H -34.132769 27.461335 2.554295 0.0 -0.1 1.0
H -35.719739 30.112106 2.560314 -0.1 -0.2 -1.0
H -36.347132 28.362149 2.390595 0.1 0.4 -0.7
H -35.720290 29.028185 3.795627 0.2 -0.3 0.5
C -28.091333 23.659080 0.492805 0.8 0.3 -0.3
Br -27.951572 23.553531 2.461876 0.4 -0.1 -1.1
Br -28.617355 21.921343 -0.273997 0.5 1.5 0.5
Br -26.437403 24.452175 -0.404080 -1.3 -1.0 1.0
H -28.806877 24.462783 0.319168 -0.2 -0.6 -0.1
```
Positions in Å, forces in eV/Å.

Summary:
* relative energy (zero: lowest compared OMol25 entry of this formula, charge and spin): 263.96 kJ/mol
* highest occupied orbital energy: -14.4 eV
* maximum force: 4.4 eV Å⁻¹
* net charge: +2
* lowest unoccupied orbital energy: -0.457 Eh
* energy: -11716.893377 a.u.

Atom charges from the Mulliken analysis, given in e for atoms 1 to 8:
1. Tl 1.016
2. O 0.239
3. C 0.701
4. O -0.441
5. O -0.337
6. H -0.085
7. C -0.947
8. C -0.139